No. 1
Density functional theory data (ωB97M-V/def2-TZVPD) for C15H18Br9F9O6 as an isolated structure at a distorted geometry.

Last column: Mulliken charge in e.
Geometry (Å):
1 C -4.490 2.249 -0.052  0.621
2 Br -5.001 1.721 -1.899  0.029
3 Br -5.356 1.107 1.366  0.000
4 Br -4.834 4.179 0.084  -0.027
5 H -3.407 2.151 0.033  -0.634
6 C -0.909 5.085 -0.121  -0.471
7 Br -1.597 3.801 -1.484  0.229
8 Br -1.756 4.671 1.662  0.326
9 Br -1.382 7.030 -0.448  0.098
10 H 0.158 4.865 -0.093  0.500
11 C -0.528 0.858 1.190  -0.299
12 Br -1.709 1.581 2.644  0.113
13 Br 0.861 2.122 0.621  0.017
14 Br -1.576 0.293 -0.425  0.077
15 H -0.160 -0.122 1.495  0.494
16 C -2.055 -1.927 3.803  -1.119
17 C -3.428 -1.209 3.661  -0.044
18 O -4.380 -1.881 4.481  -0.369
19 C -4.914 -3.053 4.030  0.405
20 O -4.471 -3.726 3.034  -0.518
21 C -6.070 -3.636 4.885  0.775
22 F -6.846 -4.557 4.252  -0.215
23 F -5.656 -4.223 6.059  -0.239
24 F -6.894 -2.646 5.330  -0.235
25 H -1.958 -2.314 4.817  0.380
26 H -1.224 -1.263 3.566  0.252
27 H -1.998 -2.746 3.085  0.329
28 H -3.728 -1.078 2.621  0.174
29 H -3.361 -0.200 4.067  0.358
30 C 7.479 -1.088 -1.578  -1.041
31 C 6.502 -2.294 -1.745  -0.214
32 O 5.471 -2.323 -0.626  -0.314
33 C 4.541 -1.250 -0.458  0.340
34 O 4.437 -0.263 -1.191  -0.501
35 C 3.603 -1.459 0.759  0.829
36 F 4.058 -0.626 1.703  -0.235
37 F 2.323 -1.208 0.459  -0.245
38 F 3.655 -2.740 1.166  -0.242
39 H 8.152 -1.237 -2.422  0.379
40 H 8.022 -1.071 -0.632  0.308
41 H 7.072 -0.088 -1.723  0.286
42 H 7.096 -3.191 -1.918  0.364
43 H 5.862 -2.042 -2.590  0.253
44 C 2.889 1.347 -3.302  -1.432
45 C 1.482 1.501 -2.635  0.639
46 O 0.556 0.595 -3.266  -0.216
47 C -0.394 1.060 -4.110  0.293
48 O -0.382 2.290 -4.447  -0.564
49 C -1.366 0.041 -4.644  0.844
50 F -2.528 0.622 -5.030  -0.222
51 F -0.675 -0.463 -5.643  -0.224
52 F -1.629 -0.970 -3.809  -0.207
53 H 2.916 2.171 -4.015  0.409
54 H 3.020 0.328 -3.666  0.342
55 H 3.769 1.687 -2.756  0.363
56 H 1.115 2.516 -2.480  0.320
57 H 1.622 1.024 -1.665  -0.319

Properties
Max |F| = 7.1 eV/Å
⟨S²⟩ = 0.757
Frontier orbital gap (alpha / beta) = 8.07 / 3.75 eV
Charge = +1
LUMO (alpha / beta) = -4.945 / -9.262 eV
2S+1 = 2

---

No. 2
Density functional theory data (ωB97M-V/def2-TZVPD) for C42H20ClN10O2PrS2 as an isolated structure at a distorted geometry.

Last column: Mulliken charge in e.
Geometry (Å):
1 Pr 13.233 12.558 15.159  0.601
2 C 7.670 15.915 12.904  -0.629
3 C 6.899 15.076 13.753  -0.272
4 C 7.431 14.091 14.494  -0.521
5 C 8.860 13.822 14.262  0.543
6 C 9.759 12.992 14.880  -0.683
7 N 9.429 12.078 15.831  -0.370
8 C 10.199 11.243 16.447  -0.151
9 C 9.631 10.381 17.516  0.487
10 C 8.291 10.298 17.942  -0.467
11 C 8.059 9.352 18.964  -0.503
12 C 9.088 8.602 19.508  -0.532
13 C 10.425 8.738 19.076  -0.042
14 C 10.669 9.640 18.042  -0.415
15 C 11.816 9.911 17.195  0.158
16 N 12.965 9.244 17.338  -0.622
17 C 14.498 9.494 14.970  0.367
18 N 14.342 10.608 14.130  0.234
19 C 14.612 10.142 12.873  -0.313
20 N 14.723 10.847 11.722  -0.674
21 C 14.063 11.990 11.658  -0.158
22 N 13.228 12.626 12.554  -0.241
23 C 12.707 13.737 11.960  0.013
24 N 11.751 14.448 12.357  -0.462
25 C 10.910 14.099 13.366  -0.431
26 N 11.041 13.107 14.279  0.180
27 C 9.600 14.557 13.352  0.656
28 C 9.028 15.658 12.664  -0.320
29 C 13.288 13.944 10.643  0.294
30 C 13.091 14.931 9.695  -0.249
31 C 13.790 14.738 8.517  -0.507
32 C 14.687 13.682 8.300  -0.548
33 C 14.901 12.691 9.282  -0.265
34 C 14.115 12.839 10.456  0.245
35 C 14.884 8.724 12.928  0.250
36 C 15.230 7.896 11.836  -0.423
37 C 15.451 6.545 12.145  -0.607
38 C 15.298 6.057 13.496  -0.511
39 C 14.958 6.867 14.533  -0.760
40 C 14.766 8.257 14.243  0.306
41 N 11.619 10.879 16.281  0.002
42 H 7.298 16.785 12.318  0.286
43 H 5.805 15.321 13.756  0.278
44 H 6.849 13.467 15.247  0.282
45 H 7.579 10.946 17.515  0.636
46 H 7.036 9.283 19.319  0.380
47 H 8.725 7.805 20.264  0.194
48 H 11.301 8.167 19.626  0.262
49 H 9.610 16.274 12.019  0.516
50 H 12.625 15.887 10.031  0.318
51 H 13.827 15.464 7.733  0.367
52 H 15.209 13.645 7.326  0.337
53 H 15.594 11.909 9.079  0.551
54 H 15.382 8.327 10.868  0.552
55 H 15.636 5.782 11.328  0.248
56 H 15.531 4.994 13.683  0.339
57 H 14.819 6.503 15.504  0.499
58 S 14.121 10.020 16.559  1.059
59 C 15.572 9.787 17.487  -0.246
60 C 15.831 8.595 18.154  -0.588
61 C 16.984 8.519 18.969  0.331
62 C 17.261 7.296 19.692  -0.079
63 N 17.319 6.236 20.097  -0.575
64 C 17.838 9.628 18.968  0.795
65 C 17.559 10.749 18.218  -0.934
66 C 16.366 10.928 17.473  0.388
67 S 16.136 12.369 16.601  -0.488
68 C 19.058 9.669 19.686  -0.200
69 N 20.144 9.529 20.041  -0.557
70 H 15.124 7.758 17.990  0.453
71 H 18.264 11.546 18.155  0.504
72 Cl 14.179 17.003 18.277  -0.256
73 C 13.342 15.378 18.516  -0.456
74 C 12.989 14.584 17.188  0.771
75 O 12.308 13.494 17.404  -0.587
76 O 13.363 14.960 16.077  -0.616
77 H 12.366 15.658 19.010  0.272
78 H 13.934 14.731 19.157  0.306

Properties
Energy above the lowest of the compared OMol25 structures with the same formula, charge and spin = 159.5 kJ/mol
Max |F| = 3.0 eV/Å
⟨S²⟩ = 2.002
Frontier orbital gap (alpha / beta) = 5.25 / 5.26 eV
Charge = -2
LUMO (alpha / beta) = 3.863 / 3.865 eV
2S+1 = 3